Entry from the Open Molecules 2025 dataset: a structure of composition C40H66CdGeIN6P3Se in a non-equilibrium geometry (ωB97M-V/def2-TZVPD).

Computed properties:
Net charge = -1
HOMO energy (alpha / beta) = -4.35 / -4.35 eV
Expectation value of S² = 0.75
Gap between HOMO and LUMO (alpha / beta) = 0.248 / 0.205 Eh
F_max = 0.082 Eh/bohr
Multiplicity = 2

Structure (XYZ):
```
119
Properties=species:S:1:pos:R:3:forces:R:3
Cd -1.179075 -0.199762 2.419484 0.867 0.051 -1.579
C 1.872414 4.839091 1.314217 -0.103 0.143 0.153
C 1.552852 3.432577 1.830995 0.104 0.529 1.562
C 2.454672 2.441267 1.129904 -1.718 -0.941 -1.227
P -0.138287 2.732094 1.712744 -0.328 0.054 1.301
C -0.425122 2.766183 -0.031092 -0.519 -0.371 -2.583
N -0.028033 1.637412 -0.956944 -0.052 1.903 1.413
Ge -0.084326 -0.088317 -0.143949 0.280 -0.823 -0.267
N -1.257000 -1.080304 -1.344158 0.081 0.897 -0.195
C -2.609964 -1.340761 -0.921148 -0.897 -1.490 -0.350
P -3.609126 0.010661 -0.122231 -0.988 0.590 0.049
C -5.247912 -0.936728 0.292196 0.327 1.521 -0.747
C -5.630274 -0.959113 1.768504 -0.424 -0.878 -0.155
C -5.349770 -2.254000 -0.409069 -0.978 -0.431 0.126
C -4.408454 0.954039 -1.631757 -0.215 -0.892 0.917
C -3.305530 1.547942 -2.500260 0.669 -2.214 -1.159
C -5.373970 2.108092 -1.297722 -1.499 -0.855 -0.451
C -0.725479 -1.908180 -2.305923 0.167 0.742 0.620
C -1.248662 -3.154863 -2.662229 0.218 -0.129 0.859
C -0.530250 -3.944522 -3.535471 0.121 0.843 -0.473
C 0.637007 -3.476752 -4.176925 -1.240 -3.788 -0.378
C 1.090059 -2.266883 -3.831113 3.097 1.723 -0.699
C 0.462421 -1.471744 -2.906476 0.011 0.250 -0.605
N 0.919464 -0.152080 -2.669425 0.575 -0.231 1.140
C 0.200668 0.927231 -3.207488 0.387 0.662 -0.253
C 0.007068 1.072517 -4.570334 0.379 -0.758 -0.509
C -0.479999 2.257883 -5.062352 -0.467 0.262 -0.047
C -0.818987 3.263347 -4.169826 -1.360 1.457 -2.502
C -0.693026 3.140867 -2.828530 -0.030 0.262 1.978
C -0.136205 1.953760 -2.296211 -0.553 -0.627 -0.018
C 2.288061 0.153370 -2.315379 -0.751 0.197 -1.917
C 3.097775 0.891027 -3.202915 0.734 -1.349 3.946
C 4.354009 1.273502 -2.734986 0.646 0.568 -1.689
C 4.819654 0.932742 -1.466842 -0.781 -0.663 0.266
C 4.044196 0.076121 -0.652125 0.161 1.068 -0.688
C 2.724602 -0.244031 -1.068418 0.343 -0.654 2.266
N 1.788814 -0.840108 -0.205768 -0.890 0.621 -0.076
C 2.156758 -1.367457 1.111486 0.696 -0.004 -0.014
P 2.249099 -3.229846 1.024741 -0.598 0.256 -0.660
C 3.787154 -3.703638 0.019678 -1.848 -1.217 1.256
C 3.508059 -3.650419 -1.521444 1.335 0.221 0.091
C 5.181834 -3.260089 0.420298 0.310 1.453 -2.553
C 2.595611 -3.717415 2.765755 1.113 -1.634 -0.873
C 3.035988 -5.215684 2.729735 -0.572 -0.012 0.130
C 3.574832 -3.041409 3.667573 0.518 1.889 -1.608
C -1.495861 4.019965 2.013157 2.087 1.150 0.617
C -2.828947 3.321740 2.170357 -0.541 -0.176 -2.453
C -1.434527 5.302878 1.133795 -1.476 -2.209 -1.304
H 2.967633 4.951584 1.174758 -0.633 0.052 -0.037
H 1.509955 5.629645 1.981051 0.227 -0.222 0.188
H 1.338905 5.031670 0.391916 0.352 -0.036 -0.592
H 1.790639 3.449754 2.914700 -0.115 -0.195 -0.326
H 2.143585 2.446358 0.063599 0.665 -0.060 0.343
H 2.455344 1.377275 1.415312 -0.449 0.401 0.343
H 3.420568 2.792653 1.250028 2.185 0.557 -0.140
H -0.092787 3.735811 -0.458613 0.041 -0.638 0.126
H -1.526392 2.843194 0.023438 0.111 -0.089 -0.703
H -2.588020 -2.156408 -0.165909 -0.303 0.378 -0.044
H -3.230568 -1.792770 -1.762185 0.891 0.746 0.629
H -5.941466 -0.250224 -0.216280 -0.022 -0.063 0.315
H -5.276717 -1.906885 2.257648 -0.142 1.165 -0.248
H -6.750654 -0.944993 1.838955 0.876 0.105 0.104
H -5.195328 -0.058768 2.210739 -0.228 -0.313 0.505
H -4.563202 -2.844978 -0.006669 0.787 -0.949 -0.095
H -5.294724 -2.174829 -1.515195 -0.129 -0.220 0.723
H -6.273610 -2.770136 -0.068157 0.224 0.300 -0.575
H -5.026145 0.090697 -2.015640 0.873 0.945 -0.619
H -3.023417 2.575154 -2.266330 -0.098 -0.371 0.208
H -3.583656 1.473149 -3.543488 -0.618 0.706 -0.500
H -2.415342 0.861269 -2.602590 -0.549 0.898 0.887
H -4.791805 2.849669 -0.795067 0.098 0.969 0.138
H -6.250855 1.865679 -0.654907 0.745 -0.206 -0.068
H -5.902546 2.484940 -2.236670 1.168 -0.184 0.949
H -2.077027 -3.554148 -2.056994 0.353 0.109 -0.655
H -0.929249 -4.905998 -3.718558 -0.092 -1.022 -0.371
H 1.169669 -4.214425 -4.840979 -0.439 1.201 0.645
H 2.088666 -1.936755 -4.259758 -1.367 -0.092 0.520
H 0.255831 0.259028 -5.280765 -0.064 0.403 0.729
H -0.696683 2.392317 -6.109117 0.102 -0.031 -0.198
H -1.373159 4.136493 -4.648736 0.942 -0.898 1.017
H -1.150904 3.919539 -2.175584 0.666 -0.722 -0.551
H 2.703703 1.220000 -4.086621 -0.758 0.648 -2.280
H 5.004313 1.781025 -3.497762 -0.522 -0.134 1.194
H 5.718022 1.420077 -1.091240 0.085 -0.558 -0.091
H 4.413483 -0.209025 0.338105 -0.261 0.204 -0.468
H 1.383234 -1.075559 1.852686 0.328 -0.495 -0.467
H 3.098071 -0.962286 1.543360 -0.338 0.084 -0.398
H 3.746401 -4.804815 0.278369 0.000 0.923 -0.405
H 2.495584 -3.675881 -1.925909 -0.153 -0.312 0.728
H 4.092815 -4.500001 -1.903560 -0.323 0.125 -0.360
H 3.949854 -2.762170 -1.997737 0.002 0.017 0.387
H 5.295944 -2.218948 0.771301 -0.417 0.002 -0.839
H 5.677621 -3.408385 -0.601857 0.488 0.498 1.756
H 5.697684 -3.733368 1.212183 0.217 -1.514 0.623
H 1.671704 -3.667258 3.318088 -0.818 -0.076 -0.391
H 4.061872 -5.423789 2.380177 -0.162 0.580 0.419
H 2.424959 -5.759240 2.027227 -0.550 -0.387 -0.146
H 2.880139 -5.649724 3.727904 0.252 -0.034 -0.251
H 4.546168 -3.489558 3.599732 0.508 -0.351 0.554
H 3.055028 -3.043069 4.567393 0.131 -0.168 2.347
H 3.724447 -1.980130 3.434664 -0.047 0.037 -0.087
H -1.275275 4.479934 2.987962 0.096 -0.682 0.244
H -2.714697 2.655804 3.005916 -0.569 0.057 0.517
H -3.129174 2.636734 1.258983 0.534 1.423 1.556
H -3.572391 4.142385 2.268691 -0.019 -0.890 0.284
H -2.134421 5.973059 1.594770 -0.317 0.748 -0.085
H -1.788484 5.025466 0.100868 0.173 0.679 0.789
H -0.457716 5.724589 1.044401 0.432 0.299 0.192
Se -0.931271 2.175615 5.075939 -0.428 -0.903 -0.332
I -2.489586 -2.701170 2.821708 0.256 -0.081 0.051
C -1.857152 0.707215 4.299850 0.816 0.689 1.137
H -1.627665 -0.273714 4.752324 -0.687 0.726 0.207
H -2.871575 0.949625 4.034149 -0.478 -0.335 0.271
N 0.995332 -0.397614 4.027229 -0.949 1.253 1.922
N 0.622426 -1.515028 4.916457 -1.012 -0.355 -1.925
H 1.992485 -0.350131 3.879468 0.395 -0.869 -0.062
H 0.841374 0.502007 4.575382 -0.267 -1.119 -0.974
H -0.376385 -1.775776 4.638584 1.870 0.218 0.455
H 0.582304 -1.223663 5.870758 0.043 0.471 0.619
```
Forces are in eV/Å.